Molecular formula: C5H15BO2Rb
Method: DFT, ωB97M-V/def2-TZVPD

Structure (XYZ):
```
24
Properties=species:S:1:pos:R:3:forces:R:3:lowdin_charge:R:1
Rb 6.966227 1.903391 11.351633 -0.6 0.2 -0.4 0.90
B 6.539520 -1.048989 10.266469 -0.3 -0.3 -0.4 -0.53
H 6.167166 -0.625145 9.242026 -0.4 0.5 -1.2 -0.07
H 7.623440 -0.669594 10.455367 1.6 0.6 0.4 -0.11
H 5.809306 -0.686082 11.094439 -0.9 0.5 1.2 -0.10
H 6.534844 -2.218774 10.237124 0.0 -1.3 0.0 -0.07
C 7.020115 6.088512 10.383524 -0.2 0.8 -0.2 -0.15
C 6.353513 5.089906 9.440526 -0.3 -1.3 0.0 -0.60
O 5.682025 4.059400 10.043747 0.7 0.1 0.5 -0.50
H 7.495927 6.890173 9.797926 -0.1 0.1 0.0 0.05
H 7.822112 5.715927 11.028359 -0.2 -0.5 0.0 0.05
H 6.229838 6.531299 10.999276 0.2 0.0 0.2 0.06
H 7.155699 4.712533 8.757011 0.1 0.1 -0.1 0.07
H 5.659788 5.643851 8.773171 0.2 0.4 0.0 0.08
C 6.311300 -0.382097 16.006385 0.0 0.5 0.5 -0.03
C 6.384697 -0.421839 14.499514 0.8 -0.7 0.1 -0.50
O 6.085586 0.554522 13.866827 -0.1 0.7 -0.3 -0.01
C 6.838453 -1.699846 13.847982 -0.6 -0.3 0.4 -0.01
H 7.281267 -0.089602 16.421209 0.1 -0.1 -0.2 0.09
H 6.033346 -1.311061 16.501248 -0.1 -0.1 -0.2 0.08
H 5.643075 0.436601 16.275078 -0.2 -0.2 0.1 0.08
H 7.147462 -1.597755 12.810762 -0.1 0.1 0.0 0.05
H 5.924367 -2.309993 13.891392 0.1 -0.1 -0.3 0.11
H 7.551017 -2.264258 14.451265 0.2 0.2 0.1 0.08
```
Positions in Å, forces in eV/Å.

Summary:
Multiplicity ... 1
ΔE to the lowest compared entry with this formula, charge and spin ... 0.92 kJ/mol
Charge ... -1
Electronic energy ... -398.89320 Ha